No. 1
The following is a DFT calculation (the ωB97M-V functional and the def2-TZVPD basis) of C38H53N8P2ReS as an isolated structure.

Results
⟨S²⟩: 0.761
Multiplicity: 2
ΔE to the lowest compared entry with this formula, charge and spin (kcal/mol): 2.0
HOMO-LUMO gap (spin up / spin down) (eV): 6.40 / 6.17
Net charge: +1

XYZ file:
```
103
Properties=species:S:1:pos:R:3:forces:R:3:lowdin_spin:R:1
Re 0.4790 0.2798 0.1823 0.315 0.035 0.657 0.7460
C 1.8739 -0.6443 4.0883 -0.005 0.034 -0.006 -0.0001
C 0.5342 0.0980 4.0813 0.063 -0.008 -0.058 -0.0014
C -0.2751 -0.2414 5.3364 0.034 0.006 0.006 -0.0008
P -0.3879 -0.1559 2.5066 -0.084 -0.040 -0.259 -0.0113
C -1.3125 -1.7595 2.6300 0.035 -0.028 0.036 -0.0008
C -2.5814 -1.7274 3.4884 0.009 0.015 -0.015 -0.0006
C -0.4246 -2.9465 3.0133 -0.020 0.015 -0.008 0.0001
C -1.7132 1.0652 2.3908 0.062 -0.008 0.080 0.0062
C -2.1766 1.9510 3.3519 0.014 -0.020 0.018 -0.0002
C -3.2368 2.8074 3.0728 -0.019 -0.002 -0.012 0.0064
C -3.7479 3.7760 4.1032 -0.001 0.005 -0.009 0.0011
C -3.8166 2.7347 1.8085 0.004 -0.021 -0.017 -0.0015
C -3.3502 1.8655 0.8330 -0.011 0.025 -0.023 0.0085
C -2.2726 1.0344 1.1136 0.001 -0.003 0.040 0.0075
N -1.6019 0.2364 0.1559 0.164 0.126 -0.151 0.1199
C -2.3382 -0.4471 -0.8203 -0.051 -0.029 0.027 0.0011
C -3.6483 -0.8826 -0.6051 -0.022 0.027 0.023 0.0178
C -4.3289 -1.5888 -1.5829 0.007 -0.001 -0.011 -0.0034
C -3.7479 -1.8921 -2.8115 -0.025 0.001 0.014 0.0183
C -4.4992 -2.6364 -3.8813 0.000 0.002 0.011 0.0032
C -2.4368 -1.4799 -3.0164 0.023 0.012 0.003 -0.0017
C -1.7245 -0.7920 -2.0388 0.034 -0.044 0.029 0.0168
P -0.0589 -0.1269 -2.2320 0.022 -0.016 -0.179 -0.0015
C -0.3071 1.3316 -3.3484 -0.038 -0.004 0.036 0.0010
C -0.3752 0.9909 -4.8378 0.005 -0.016 0.009 -0.0004
C -1.6030 2.0600 -2.9635 0.026 0.025 0.003 0.0011
C 1.1155 -1.3072 -3.0332 -0.008 0.074 -0.041 0.0014
C 2.4031 -0.5408 -3.3736 -0.024 -0.033 -0.003 0.0002
C 0.6274 -2.1637 -4.2019 -0.003 -0.016 0.013 -0.0001
H 2.4322 -0.3621 4.9824 0.007 0.008 -0.006 0.0000
H 2.4799 -0.3874 3.2204 -0.004 0.001 -0.027 0.0001
H 1.7334 -1.7239 4.1198 -0.005 -0.014 0.001 0.0000
H 0.7415 1.1710 4.0877 -0.013 -0.017 0.008 -0.0001
H -0.3744 -1.3175 5.4643 -0.009 -0.016 0.018 0.0000
H -1.2713 0.1954 5.3442 -0.005 -0.004 0.000 0.0000
H 0.2664 0.1382 6.2046 -0.013 0.002 0.006 -0.0001
H -1.6503 -1.8907 1.6023 -0.026 0.009 0.015 -0.0005
H -2.3596 -1.7648 4.5522 0.008 0.012 0.027 0.0000
H -3.1809 -2.6080 3.2489 -0.001 -0.007 0.008 -0.0001
H -3.1906 -0.8456 3.2938 -0.008 -0.007 -0.009 0.0000
H -0.2015 -2.9406 4.0793 -0.001 -0.001 0.008 0.0000
H 0.5228 -2.9667 2.4740 0.013 -0.005 0.004 0.0000
H -0.9527 -3.8779 2.8008 -0.002 -0.004 -0.008 0.0002
H -1.7088 2.0004 4.3277 0.002 -0.011 -0.011 -0.0001
H -3.0560 3.8647 4.9397 0.001 -0.001 0.001 0.0000
H -4.7118 3.4526 4.4997 -0.004 -0.001 0.000 0.0004
H -3.8872 4.7679 3.6732 0.000 0.001 0.002 0.0002
H -4.6383 3.3984 1.5669 -0.006 0.003 -0.002 -0.0001
H -3.7963 1.8652 -0.1532 -0.006 0.002 -0.010 0.0000
H -4.1352 -0.6646 0.3365 -0.013 0.006 0.004 0.0007
H -5.3436 -1.9125 -1.3842 -0.008 0.001 0.004 -0.0006
H -5.5037 -2.8922 -3.5492 -0.004 -0.003 -0.002 0.0000
H -3.9889 -3.5617 -4.1525 0.001 -0.002 -0.003 0.0010
H -4.5897 -2.0353 -4.7872 -0.001 0.003 -0.002 0.0010
H -1.9682 -1.6982 -3.9676 -0.003 -0.001 0.015 -0.0005
H 0.5567 1.9788 -3.1788 -0.004 0.002 -0.020 0.0002
H -1.2129 0.3248 -5.0534 -0.001 -0.012 -0.005 0.0000
H 0.5371 0.5472 -5.2252 0.012 0.014 -0.019 0.0000
H -0.5459 1.9173 -5.3884 -0.007 0.006 0.011 -0.0001
H -2.4618 1.5159 -3.3592 -0.010 -0.002 0.004 0.0001
H -1.5964 3.0552 -3.4081 0.005 0.008 -0.004 0.0000
H -1.7388 2.1687 -1.8889 0.002 0.007 0.000 0.0003
H 1.3521 -2.0022 -2.2289 0.038 -0.026 0.020 0.0000
H 2.2764 0.0936 -4.2489 0.003 0.011 -0.015 0.0000
H 3.1954 -1.2556 -3.6037 0.001 0.002 0.010 0.0000
H 2.7468 0.0936 -2.5551 0.004 0.013 0.033 0.0002
H 0.2712 -1.5745 -5.0431 -0.010 -0.007 -0.014 0.0000
H -0.1617 -2.8483 -3.8938 0.006 -0.003 0.002 -0.0001
H 1.4632 -2.7695 -4.5577 0.007 0.002 -0.004 0.0001
C 5.9736 3.2715 0.4195 -0.003 0.001 -0.004 0.0002
C 4.6717 3.5641 -0.3076 -0.059 0.041 -0.042 0.0001
N 3.4927 3.2974 0.5165 0.284 -0.089 0.046 0.0017
C 2.9488 2.0886 0.6257 -0.463 -0.158 0.188 0.0009
S 1.6185 1.8893 1.7743 0.230 -0.195 -0.100 -0.0172
N 3.3852 1.0817 -0.0978 0.082 0.039 0.132 0.0126
N 2.5683 -0.0103 0.0564 -0.184 0.320 -0.002 0.0050
C 3.0894 -1.1925 0.0623 -0.035 -0.144 -0.061 0.0037
C 4.5547 -1.4582 -0.0025 0.008 0.033 -0.005 0.0003
C 2.1000 -2.2544 0.0684 0.060 0.105 -0.007 -0.0019
C 2.4489 -3.5971 -0.0502 -0.034 -0.060 -0.011 0.0011
C 1.4650 -4.5496 -0.2153 0.036 0.044 0.003 -0.0027
C 0.1423 -4.1299 -0.2775 -0.012 0.020 -0.018 0.0011
C -0.1452 -2.7931 -0.1177 -0.059 -0.048 -0.044 -0.0004
N 0.7981 -1.8554 0.0886 -0.006 0.155 0.131 0.0022
H 6.8211 3.5375 -0.2112 0.016 -0.013 -0.007 0.0000
H 6.0467 2.2119 0.6652 -0.002 -0.003 0.014 0.0001
H 6.0459 3.8474 1.3429 0.005 0.006 -0.007 0.0000
H 4.5795 2.9542 -1.2046 0.008 0.014 -0.003 0.0000
H 4.6133 4.6066 -0.6192 0.013 -0.002 0.035 -0.0001
H 3.2031 3.9934 1.1846 -0.103 0.009 -0.076 -0.0003
H 5.1010 -0.5307 0.1426 -0.009 -0.024 -0.004 0.0001
H 4.8317 -1.8713 -0.9749 0.010 -0.007 -0.009 0.0004
H 4.8495 -2.1739 0.7655 0.006 -0.008 0.004 0.0000
H 3.4930 -3.8735 -0.0434 0.005 0.009 0.007 0.0002
H 1.7229 -5.5944 -0.3187 -0.002 -0.008 0.001 -0.0002
H -0.6671 -4.8269 -0.4405 -0.006 0.000 -0.002 0.0001
H -1.1649 -2.4466 -0.1743 0.025 -0.008 0.008 -0.0002
N 1.7911 4.7834 -3.5425 0.041 0.014 -0.052 0.0042
C 1.1238 4.6001 -2.6171 -0.104 0.013 -0.022 0.0027
N 0.3350 4.4108 -1.5597 0.124 0.051 0.058 0.0197
C 0.3733 3.2604 -1.0277 0.122 -0.119 0.114 0.0229
N 0.3726 2.2120 -0.5114 -0.452 -0.071 -0.522 0.0089
```
Forces are in eV/Å.


No. 2
The following is a DFT calculation (the ωB97M-V functional and the def2-TZVPD basis) of C38H54BrNO4P2Sb2Sn as an isolated structure.

Results
Multiplicity: 1
ΔE to the lowest compared entry with this formula, charge and spin (kcal/mol): 45.5
HOMO-LUMO gap (spin up / spin down) (eV): 5.21 / 4.46
Net charge: +2

XYZ file:
```
103
Properties=species:S:1:pos:R:3:forces:R:3:lowdin_charge:R:1
Sn 0.1785 0.6079 0.8535 0.474 0.192 -0.223 0.7194
N 1.9576 1.2953 2.4338 -0.209 0.172 -0.217 -0.0031
C 2.6179 0.3080 3.2634 0.195 -0.290 0.120 -0.3205
C 3.9646 0.4540 3.5682 0.007 0.080 -0.117 -0.0170
C 4.6004 -0.4703 4.3806 -0.046 0.038 -0.020 -0.0453
C 3.8864 -1.5357 4.9072 0.002 -0.099 0.059 -0.0468
C 2.5477 -1.6963 4.5941 0.055 0.139 -0.038 -0.0495
C 1.9035 -0.7820 3.7631 -0.088 0.031 -0.259 -0.3232
P 0.1616 -0.9847 3.2855 0.174 -0.025 0.543 0.9926
C -0.1949 -2.7506 3.5181 -0.198 0.150 -0.253 -0.3788
C -0.1353 -3.5876 2.4048 0.029 0.087 -0.028 -0.1057
C -0.4480 -4.9319 2.5231 -0.005 -0.077 -0.021 -0.0708
C -0.8353 -5.4447 3.7527 -0.001 0.042 0.013 -0.0555
C -0.8874 -4.6176 4.8657 -0.027 0.012 0.083 -0.0506
C -0.5788 -3.2717 4.7526 0.145 0.057 -0.050 -0.0857
C -0.7303 -0.1414 4.6132 -0.109 0.117 -0.160 -0.4132
C -2.1164 -0.3014 4.6689 0.111 0.067 0.023 -0.1229
C -2.8577 0.4175 5.5887 -0.069 -0.013 -0.005 -0.0622
C -2.2280 1.3204 6.4364 0.049 0.019 0.014 -0.0554
C -0.8536 1.4905 6.3747 -0.018 0.052 0.066 -0.0571
C -0.1009 0.7615 5.4666 -0.060 -0.117 -0.089 -0.0823
H 2.6559 1.7974 1.8884 -0.095 -0.004 -0.128 0.0959
H 1.5220 2.0085 3.0222 -0.184 -0.080 -0.061 0.0996
H 4.5176 1.2977 3.1722 0.008 0.019 0.006 0.1217
H 5.6503 -0.3516 4.6077 0.016 0.015 0.019 0.1189
H 4.3743 -2.2453 5.5599 0.024 -0.031 0.005 0.1181
H 1.9912 -2.5317 4.9953 0.035 -0.056 -0.004 0.1073
H 0.1575 -3.1759 1.4434 -0.004 -0.039 -0.018 0.0873
H -0.3978 -5.5855 1.6628 -0.004 0.021 -0.041 0.1080
H -1.1060 -6.4871 3.8434 0.043 -0.042 0.008 0.1151
H -1.1719 -5.0175 5.8288 -0.034 -0.033 0.011 0.1168
H -0.6182 -2.6239 5.6187 -0.079 -0.027 0.040 0.1156
H -2.6019 -0.9950 3.9914 -0.069 -0.011 0.036 0.1071
H -3.9291 0.2825 5.6467 -0.021 -0.007 -0.014 0.1131
H -2.8095 1.8931 7.1456 -0.015 -0.013 0.018 0.1149
H -0.3627 2.1877 7.0399 -0.003 0.008 0.015 0.1145
H 0.9747 0.8805 5.4347 0.017 0.027 0.056 0.1038
C -4.5048 1.4990 -0.7932 0.487 -0.015 0.095 -0.2609
Sb -2.8090 0.1610 -0.7993 -0.675 -0.379 -0.224 1.4414
C -3.6588 -1.4803 0.3306 0.269 0.268 -0.100 -0.2472
C -2.7524 -0.5998 -2.9167 0.195 0.444 0.898 -0.2370
C -2.8890 -2.0558 -2.9827 0.033 -0.739 0.016 -0.2972
C -4.1078 -2.6147 -3.3882 0.114 0.238 -0.070 -0.0346
C -4.2488 -3.9706 -3.5912 0.128 -0.259 -0.027 -0.0467
C -3.1462 -4.8090 -3.4377 -0.246 0.020 -0.060 -0.0478
C -1.9432 -4.2857 -3.0186 0.115 0.258 0.262 -0.0297
C -1.8082 -2.9262 -2.7001 -0.783 -0.276 -0.427 -0.2807
C -0.6035 -2.4892 -2.0086 0.917 0.931 -0.768 -0.2268
Sb 0.9633 -1.2101 -3.1211 0.322 -0.713 1.063 1.6349
C 2.0783 -2.4712 -4.5490 -0.521 0.171 -0.174 -0.2515
C 2.3867 -1.6155 -1.5505 -0.117 0.471 -0.194 -0.2710
H -5.4150 0.9125 -0.9010 0.038 -0.129 -0.033 0.0249
H -4.4136 2.2178 -1.6037 0.036 -0.015 -0.025 0.0110
H -4.5120 2.0240 0.1597 -0.004 0.001 0.009 0.0108
H -4.2572 -2.0944 -0.3409 0.010 0.025 -0.068 0.0185
H -4.2906 -1.0539 1.1069 0.010 0.050 0.005 0.0183
H -2.8784 -2.0875 0.7863 0.016 0.007 -0.036 0.0020
H -1.7951 -0.2120 -3.2509 0.008 0.096 -0.143 0.0092
H -3.5857 -0.0858 -3.3904 0.035 0.125 -0.012 0.0779
H -4.9445 -1.9560 -3.5853 -0.035 0.029 0.006 0.1222
H -5.1988 -4.3835 -3.8997 -0.033 0.036 -0.010 0.1180
H -3.2395 -5.8705 -3.6176 0.004 -0.013 -0.075 0.1175
H -1.0907 -4.9410 -2.8893 0.003 -0.040 0.110 0.1184
H 0.0115 -3.3307 -1.6949 0.095 0.108 0.118 0.0703
H -0.7773 -1.7813 -1.1971 0.061 -0.097 0.135 -0.0035
H 1.7237 -3.4864 -4.3764 -0.070 -0.052 0.072 0.0154
H 3.1496 -2.4161 -4.3801 -0.021 0.220 0.195 0.0188
H 1.8326 -2.1726 -5.5630 0.027 -0.013 -0.044 0.0051
H 2.4796 -2.6991 -1.4767 -0.056 -0.034 -0.080 0.0261
H 2.0863 -1.2111 -0.5855 -0.099 0.002 -0.063 -0.0348
H 3.3525 -1.1927 -1.8172 0.006 0.008 -0.049 0.0058
Br -1.4500 2.1846 1.9305 -0.233 0.214 0.215 0.1212
C 3.3405 3.9902 -2.4910 -0.217 -0.251 -0.049 -0.0282
C 3.5149 2.5041 -2.7803 0.351 0.075 -0.023 -0.5927
C 3.9449 2.2818 -4.2244 -0.246 -0.099 0.168 -0.0151
C 4.5314 1.9164 -1.8092 -0.271 -0.096 -0.093 -0.0197
O 2.2604 1.7362 -2.6161 0.092 0.408 0.148 -0.2058
P 0.9403 2.1908 -1.8448 0.497 -1.436 -0.728 0.2121
O 1.1859 2.4099 -0.3695 -0.202 -0.102 0.737 -0.4166
O 0.0236 0.9801 -2.0489 -0.261 -0.344 -0.314 -0.5601
O 0.4939 3.4380 -2.6513 0.035 0.232 0.047 -0.1420
C -0.7420 4.2126 -2.6769 -0.459 0.362 -0.115 -0.5936
C -1.4530 4.1466 -1.3367 0.285 -0.066 -0.044 -0.0397
C -1.6097 3.6464 -3.7945 0.243 -0.065 0.135 -0.0101
C -0.3160 5.6387 -2.9981 0.072 -0.248 0.093 -0.0112
H 4.3236 4.4568 -2.4752 0.009 0.024 -0.001 0.1033
H 2.8709 4.1257 -1.5168 0.066 0.159 0.055 0.0810
H 2.7307 4.4697 -3.2518 -0.008 0.080 0.004 0.0856
H 4.8364 2.8692 -4.4350 0.061 -0.031 -0.032 0.0996
H 3.1530 2.5936 -4.9053 0.009 0.051 -0.002 0.0940
H 4.1613 1.2270 -4.4062 0.044 0.026 -0.001 0.0855
H 5.5029 2.3797 -1.9709 0.036 0.008 0.034 0.0991
H 4.6311 0.8437 -1.9701 0.041 -0.058 0.018 0.0735
H 4.2180 2.0957 -0.7799 0.023 0.005 0.033 0.0817
H -1.7221 3.1147 -1.1041 -0.086 -0.042 0.077 0.0252
H -2.3567 4.7524 -1.3661 -0.047 -0.003 -0.018 0.1053
H -0.8074 4.5180 -0.5423 -0.024 -0.007 0.072 0.0908
H -1.9206 2.6275 -3.5532 -0.045 -0.017 -0.025 0.0695
H -1.0485 3.6269 -4.7279 -0.025 -0.002 -0.032 0.0977
H -2.4878 4.2758 -3.9303 -0.059 -0.031 0.003 0.0987
H 0.3261 6.0252 -2.2078 0.027 0.043 0.001 0.0961
H -1.1953 6.2750 -3.0772 -0.015 0.042 -0.029 0.0986
H 0.2276 5.6622 -3.9416 -0.007 0.054 -0.022 0.0951
```
Forces are in eV/Å.